(1)
Entry from OMol25: a molecular structure, C16H18FeNO5 (ωB97M-V/def2-TZVPD).

XYZ file:
```
41
Properties=species:S:1:pos:R:3:forces:R:3
O -2.76696 5.40789 -0.57339 1.87 -1.78 -0.78
C -1.84653 4.69902 -0.57970 -4.23 3.31 0.24
Fe -0.45207 3.92399 0.11927 2.76 -2.08 -2.60
C 0.25519 5.28702 0.91419 0.89 3.71 4.35
O 0.59048 6.03420 1.75134 -0.60 -1.94 -2.87
C -1.18821 3.44468 1.60387 -1.79 -0.31 5.09
O -1.60744 3.39927 2.69379 0.92 -0.24 -2.96
C 2.66106 1.25685 0.93922 -2.66 -2.28 -0.06
C 1.58277 0.37286 0.66577 3.09 -0.16 1.29
C 0.34096 0.67620 0.13304 -0.25 2.82 -0.75
C -0.09310 1.78238 -0.61365 -0.37 -1.80 -0.09
C 0.80736 2.79645 -1.06605 0.99 0.15 -0.15
C 1.78103 3.37370 -0.18233 0.66 -1.13 -0.38
C 2.50097 2.64773 0.82812 -0.11 2.71 0.10
H 3.55216 0.81768 1.41494 -0.50 0.40 -0.29
H 1.75516 -0.66107 0.99986 -0.06 0.38 -0.26
H -0.47106 -0.17191 0.15631 -0.48 -0.56 -0.08
H -1.09909 1.68898 -1.07338 0.79 0.05 -0.06
H 0.83133 3.07084 -2.12775 -0.62 0.42 0.51
H 2.20058 4.34265 -0.51777 -0.14 -0.63 0.40
H 2.97485 3.27553 1.60122 0.24 -0.36 -0.67
C 0.09965 -4.74017 2.39697 0.17 -0.42 0.39
O 0.25291 -4.22357 1.06064 -0.33 1.14 -0.42
C -0.22994 -2.98356 0.93251 -0.34 -0.35 1.50
C -0.04125 -2.38695 -0.45106 0.27 -0.08 0.61
C -0.40975 -3.33491 -1.60030 -0.08 -0.15 0.34
C -1.22991 -2.48564 -2.58799 -0.10 -0.10 -0.28
C -1.48266 -1.10766 -1.93438 0.11 0.41 0.08
N -0.99186 -1.25292 -0.50877 -1.45 -1.50 -1.16
O -0.80712 -2.38802 1.83421 0.66 -0.44 -1.37
H 0.38328 -5.79321 2.32925 -0.03 0.29 0.08
H 0.78116 -4.18293 3.05020 -0.26 -0.26 -0.01
H -0.93577 -4.63357 2.74337 0.36 -0.02 -0.14
H 0.99520 -2.02339 -0.53129 -0.38 0.04 -0.10
H 0.51367 -3.74549 -2.02802 -0.45 0.00 0.05
H -1.02482 -4.15745 -1.19489 0.42 0.27 -0.29
H -0.69114 -2.38274 -3.53720 -0.28 0.11 0.22
H -2.18741 -2.97983 -2.78270 0.25 0.14 -0.12
H -0.94043 -0.30449 -2.46005 -0.11 -0.30 0.45
H -2.55154 -0.83752 -1.88177 0.56 -0.07 -0.08
H -1.81171 -1.52092 0.06435 0.60 0.57 0.26
```
Forces are in eV/Å.

Values from the calculation:
2S+1: 5
ΔE to the lowest compared entry with this formula, charge and spin: 20.2 kcal/mol
total charge: +1


(2)
Entry from OMol25: a molecular structure, C22H35BrO2P2Pd (ωB97M-V/def2-TZVPD).

XYZ file:
```
63
Properties=species:S:1:pos:R:3:forces:R:3
P -0.05838 -2.18302 -2.83543 -1.51 0.54 -2.18
P 0.30686 1.38617 -2.92199 -1.07 -0.61 -1.48
C -0.29157 -1.05547 -4.33207 -0.41 0.29 0.21
C 0.49265 0.26549 -4.36733 0.43 -0.14 0.37
H -1.38766 -0.91243 -4.48207 0.79 0.07 0.07
H 0.07574 -1.68868 -5.15068 -0.28 0.21 -0.01
H 1.58525 0.13233 -4.54924 -0.80 -0.06 0.02
H 0.07854 0.91687 -5.14882 0.32 -0.25 -0.22
C -1.37056 1.97300 -3.24714 -0.01 0.72 0.04
H -1.66827 2.68930 -2.48252 -0.09 0.10 -0.10
H -2.12578 1.19074 -3.30969 0.20 0.05 -0.19
H -1.26900 2.45529 -4.20948 -0.29 0.40 -0.34
C 1.40400 2.69742 -3.29110 0.17 0.55 0.23
H 0.95196 3.11250 -4.18847 0.35 0.47 -0.23
H 2.39242 2.30227 -3.48688 0.26 0.15 -0.05
H 1.39659 3.40999 -2.47003 0.18 0.23 -0.14
C -1.05193 -3.50028 -3.52968 0.35 -0.62 -0.02
H -1.07335 -4.34810 -2.84417 -0.12 -0.12 -0.20
H -0.55597 -3.77059 -4.46140 -0.31 -0.39 -0.10
H -2.05921 -3.15816 -3.74094 -0.17 0.00 0.08
C 1.61852 -2.66242 -3.28750 0.35 -0.60 0.47
H 2.32886 -1.84066 -3.32397 -0.09 -0.16 -0.06
H 1.53295 -3.08166 -4.28113 0.13 -0.28 -0.20
H 1.97600 -3.42549 -2.60186 0.30 -0.12 -0.05
Pd 0.92665 -1.07463 1.75037 0.71 2.46 -2.96
C 0.68434 1.59434 0.05310 1.44 -1.26 0.47
C -0.64398 1.37732 0.03070 0.15 -0.53 0.97
C -1.55442 0.45977 -0.73083 -0.63 -0.86 -1.36
C -1.75099 -1.10524 -0.66622 -1.45 0.54 0.46
C -0.62345 -2.10493 -0.66133 1.53 0.88 -1.07
C 0.75596 -1.73205 -0.41007 0.61 -0.67 1.82
C 1.32711 -0.51894 -1.15273 0.49 -0.53 0.41
C 1.88278 0.67608 -0.37004 -0.20 0.18 -0.28
C 0.40637 -2.43242 2.90925 -0.71 -2.73 3.34
H 1.03310 2.37205 0.70932 -0.15 0.42 0.19
H -1.21015 1.93582 0.77575 0.18 0.46 -0.37
H -1.39752 0.62382 -1.80351 -0.01 -0.37 1.00
H -2.57820 0.86859 -0.63324 0.41 -0.32 0.29
H -2.41003 -1.28189 0.21019 0.54 -0.26 -0.27
H -2.42659 -1.30219 -1.55320 0.59 -0.04 0.98
H -0.93209 -3.16333 -0.46065 0.34 1.02 -0.18
H 1.40934 -2.66536 -0.46357 -0.56 1.37 0.28
H 0.44594 -0.07180 -1.66740 0.27 -0.49 -0.05
H 2.05865 -0.82663 -1.93266 -0.49 0.24 0.85
H 2.49086 0.27614 0.51242 -0.78 0.88 -0.78
H 2.64260 1.21297 -1.02046 -0.86 -0.34 0.85
H 1.33231 -2.45940 3.53981 -0.90 -0.34 0.01
H 0.34213 -3.32934 2.28429 -0.05 -0.11 0.12
H -0.52318 -2.25516 3.49271 0.71 -0.21 -0.33
Br 1.70497 3.07930 4.43677 -0.53 -0.08 0.89
C 0.53790 2.35601 5.72955 0.93 0.81 -0.09
C 0.66329 2.72758 7.06650 0.40 0.44 0.66
C -0.24391 2.24625 8.00973 1.25 0.96 0.13
C -1.27818 1.38441 7.61815 -0.90 -0.76 -0.97
C -1.39699 0.99743 6.27935 -0.11 0.03 0.74
C -0.47525 1.45052 5.32371 -0.69 -1.07 -1.09
C -0.52773 0.93387 3.85068 0.64 -0.32 -0.08
O -1.63908 1.00986 3.31414 0.91 -0.02 0.38
O 0.59282 0.50713 3.38888 -1.62 0.62 0.55
H 1.46632 3.42169 7.36833 -0.57 -0.47 -0.21
H -0.13654 2.56615 9.06336 -0.14 -0.26 -0.77
H -1.99687 1.03168 8.36850 0.35 0.06 -0.42
H -2.18698 0.31011 5.98395 0.18 0.22 -0.06
```
Forces are in eV/Å.

Values from the calculation:
2S+1: 5
total charge: +2


(3)
Entry from OMol25: 10 unconnected molecules or ions with the total composition C40H52N10 (ωB97M-V/def2-TZVPD).

XYZ file:
```
102
Properties=species:S:1:pos:R:3:forces:R:3
C 2.59801 4.23686 -5.13315 0.26 -1.00 -0.32
C 3.44166 3.29694 -4.24524 -0.04 1.54 -0.47
C 2.64326 2.63884 -3.13687 -0.45 -1.36 -0.12
C 1.57183 3.40353 -2.50247 0.32 0.32 0.12
N 0.66618 3.91083 -2.01001 0.02 0.14 -0.12
H 3.24214 4.64807 -5.91150 0.01 0.42 0.25
H 2.09212 4.99933 -4.54750 0.01 0.17 -0.14
H 1.87320 3.64373 -5.69954 -0.26 0.10 0.28
H 4.24598 3.90434 -3.82090 -0.01 -0.12 0.15
H 3.92593 2.59945 -4.92694 -0.10 -0.50 0.40
H 3.27840 2.16853 -2.38439 0.06 0.33 0.17
H 2.08036 1.77876 -3.52707 0.22 0.03 -0.25
N -0.81563 3.00305 -5.74008 0.01 0.11 -0.18
C -0.63204 1.86554 -4.99916 -1.77 -0.15 0.38
C -1.09837 0.80571 -5.75372 1.16 0.32 -0.59
C -1.32412 1.31272 -7.06888 -0.90 0.20 0.09
C -1.24971 2.68136 -6.99927 0.49 0.07 0.39
H -0.95258 3.91612 -5.34102 0.43 0.01 0.08
H -0.51443 1.96130 -3.92992 0.24 -0.08 -0.03
H -1.19753 -0.22612 -5.46079 0.28 -0.01 0.05
H -1.62733 0.76363 -7.94502 0.01 -0.11 0.06
H -1.41874 3.48831 -7.69202 -0.04 -0.24 -0.26
N -3.95942 -3.03829 6.71247 0.00 0.05 -0.12
C -2.91168 -2.78676 7.54062 0.54 0.31 0.20
C -1.98737 -2.02823 6.85549 -0.45 -0.41 0.18
C -2.51158 -1.83902 5.55541 0.02 0.10 -0.70
C -3.72933 -2.46142 5.48248 -0.26 -0.36 0.67
H -4.77604 -3.55330 6.98371 -0.04 0.01 -0.11
H -2.88389 -3.15061 8.55431 -0.10 -0.02 -0.02
H -1.06013 -1.64515 7.24019 0.08 -0.07 0.00
H -2.02924 -1.34476 4.72642 0.00 0.17 0.12
H -4.48849 -2.56517 4.72665 0.21 0.13 -0.22
N -3.07044 -3.65168 -0.58117 -0.46 0.07 -0.39
C -3.41274 -4.40018 -1.69157 0.45 0.29 0.86
C -2.76600 -3.84582 -2.76572 -0.49 -0.48 -0.24
C -2.08479 -2.69490 -2.31030 0.38 0.19 0.21
C -2.29525 -2.59114 -0.95817 0.22 -0.11 0.00
H -3.51028 -3.76113 0.31497 0.18 0.00 0.07
H -4.02868 -5.26711 -1.52579 -0.02 -0.07 -0.40
H -2.78902 -4.25281 -3.76376 0.01 0.13 -0.04
H -1.46391 -2.03021 -2.88923 -0.08 0.00 -0.07
H -1.90230 -1.88760 -0.24033 -0.10 0.06 0.00
N -1.69078 1.00928 -0.47806 0.08 -0.46 0.01
C -1.86008 0.61285 0.80964 -0.22 -0.01 0.99
C -0.64035 0.40692 1.41111 -0.41 0.07 -0.95
C 0.33286 0.68216 0.39070 -0.02 -0.42 0.35
C -0.35451 1.00813 -0.74599 0.07 -0.15 -0.37
H -2.42572 1.03601 -1.16886 0.04 0.27 -0.08
H -2.81976 0.55116 1.29986 -0.13 0.01 -0.32
H -0.57603 0.03574 2.41972 0.47 0.25 0.09
H 1.40827 0.60544 0.43411 -0.01 -0.01 0.15
H 0.01062 1.14096 -1.74954 -0.01 0.30 0.05
N 1.75370 -2.13056 -3.53069 0.36 0.17 0.13
C 2.88281 -2.31033 -4.28260 0.21 0.09 -0.17
C 3.01185 -1.23362 -5.12963 -0.34 -0.33 0.05
C 1.88344 -0.40231 -4.90531 0.39 0.35 0.25
C 1.17627 -0.93595 -3.86350 -0.42 -0.26 -0.23
H 1.41175 -2.77546 -2.84122 -0.04 0.07 0.03
H 3.50781 -3.17896 -4.16093 -0.04 -0.02 0.02
H 3.79382 -1.05768 -5.84849 0.03 -0.15 -0.02
H 1.62799 0.50530 -5.42331 0.06 0.03 -0.01
H 0.29796 -0.57483 -3.35507 -0.07 -0.10 -0.06
N 3.76564 -0.23884 4.14276 -0.26 0.21 -0.25
C 3.69668 0.82836 3.28809 0.38 -0.53 0.16
C 4.42608 1.84685 3.85030 -0.09 0.27 -0.01
C 4.91373 1.39166 5.11406 -0.42 0.11 -0.22
C 4.46061 0.10508 5.26055 -0.21 -0.31 0.14
H 3.29662 -1.12331 3.99212 0.03 0.11 0.07
H 3.13918 0.73149 2.37219 0.09 0.17 -0.09
H 4.54660 2.82701 3.41678 0.10 -0.01 0.05
H 5.43931 1.97526 5.84961 0.11 -0.04 -0.02
H 4.44821 -0.57898 6.09443 0.39 0.07 0.02
N 1.40030 1.55527 5.31377 -0.59 -0.41 -0.79
C 0.88675 1.04089 6.47202 0.67 0.47 0.20
C -0.47422 1.04127 6.36595 -0.47 -0.29 -0.17
C -0.80880 1.50628 5.06381 0.25 -0.27 0.01
C 0.37735 1.75590 4.41938 0.23 0.55 0.32
H 2.36311 1.62335 5.01486 0.04 -0.05 0.41
H 1.56519 0.79717 7.27383 -0.19 -0.09 0.09
H -1.20051 0.65535 7.06055 0.14 0.17 0.26
H -1.81210 1.61130 4.68651 0.05 0.00 -0.19
H 0.61239 2.10355 3.42692 -0.17 0.06 -0.02
N 2.56145 -3.02952 1.75437 -0.34 0.31 -0.02
C 1.44198 -2.39397 2.24632 0.50 -0.37 -0.11
C 1.46432 -2.53889 3.60781 -0.23 0.23 0.21
C 2.64597 -3.26406 3.95669 -0.10 0.27 -0.28
C 3.30016 -3.53062 2.78231 0.10 -0.48 0.01
H 2.70080 -3.21392 0.77768 0.25 0.10 0.02
H 0.79458 -1.86648 1.56670 -0.22 -0.08 0.13
H 0.71905 -2.13829 4.27915 0.08 -0.01 0.05
H 3.01621 -3.49579 4.94095 -0.13 -0.10 0.05
H 4.21348 -4.07275 2.60234 0.00 0.02 -0.01
N -5.09160 0.93757 -1.72333 0.79 0.15 -0.03
C -4.45630 0.15973 -2.65296 -0.23 -0.26 -0.19
C -3.72111 0.97336 -3.48991 -0.50 -0.67 0.82
C -3.86596 2.28807 -2.97603 0.52 0.09 -0.73
C -4.67557 2.24048 -1.88048 -0.90 0.23 -0.12
H -5.62998 0.57612 -0.95802 -0.05 0.08 0.02
H -4.59003 -0.91009 -2.61599 0.07 0.01 -0.20
H -3.19246 0.63786 -4.36319 0.15 0.15 0.04
H -3.40924 3.14288 -3.44922 -0.15 0.21 0.28
H -5.16781 3.04356 -1.35683 0.26 -0.03 0.24
```
Forces are in eV/Å.

Values from the calculation:
2S+1: 1
ΔE to the lowest compared entry with this formula, charge and spin: 3.6 kcal/mol
SMILES: c1cc[nH]c1.c1cc[nH]c1.c1cc[nH]c1.c1cc[nH]c1.c1cc[nH]c1.c1cc[nH]c1.c1cc[nH]c1.c1cc[nH]c1.c1cc[nH]c1.CCCC#N


(4)
Entry from OMol25: C5H6O in the gas phase (ωB97M-V/def2-TZVPD).

XYZ file:
```
12
Properties=species:S:1:pos:R:3:forces:R:3
C -0.94237 0.14126 1.00380 0.00 -0.46 -0.16
C 0.16553 0.86353 0.39375 0.13 0.23 0.10
C 0.38665 -0.63596 0.66029 -0.91 -0.25 0.08
C 0.60913 -0.81252 -0.86021 -0.22 -0.25 -0.11
O -0.61954 -0.53746 -1.51067 -0.30 0.32 -0.30
C 0.23037 0.55645 -1.12385 0.38 0.32 -0.11
H -1.84358 -0.13462 0.48117 -0.10 0.33 -0.23
H -1.07214 0.39213 2.06361 0.19 -0.63 -0.31
H 0.67031 1.72424 0.81257 -0.10 0.01 0.05
H 0.52648 -1.44254 1.36216 1.22 0.64 0.57
H 1.39462 -1.36925 -1.37656 -0.46 -0.15 0.34
H 0.49454 1.25474 -1.90606 0.16 -0.12 0.08
```
Forces are in eV/Å.

Values from the calculation:
2S+1: 1
ΔE to the lowest compared entry with this formula, charge and spin: 92.7 kcal/mol
SMILES: C1[C@@H]2[C@H]1[C@@H]1O[C@H]21


Number 1: calculated total energy -62985.156 eV. Number 2: calculated total energy -119551.297 eV. Number 3: calculated total energy -57221.931 eV. Number 4: calculated total energy -7325.263 eV.